{
  "formula": "C33H30BF9O2S",
  "method": "the ωB97M-V functional and the def2-TZVPD basis",
  "species": ["C", "C", "C", "C", "C", "B", "C", "C", "C", "C", "C", "F", "F", "F", "C", "C", "O", "C", "C", "C", "C", "C", "C", "O", "S", "H", "H", "H", "H", "H", "H", "H", "H", "H", "H", "H", "H", "H", "H", "H", "H", "H", "H", "H", "H", "H", "F", "C", "F", "F", "C", "C", "C", "C", "C", "C", "C", "C", "C", "C", "F", "F", "F", "C", "C", "C", "C", "H", "H", "H", "H", "H", "H", "H", "H", "H"],
  "coordinates": [[5.34966, -1.79627, -2.10252], [4.91316, -1.43027, -0.73783], [5.67038, -0.95157, 0.32657], [4.94646, -0.91072, 1.55759], [3.67888, -1.49226, 1.47349], [2.20592, 3.22048, 0.64193], [2.92452, -2.15764, 2.50493], [3.22749, -1.94878, 3.87018], [2.48393, -2.57052, 4.86508], [1.40942, -3.38126, 4.49678], [0.44272, -3.82095, 5.56596], [-0.61861, -4.51318, 5.05505], [1.01572, -4.61269, 6.52389], [-0.07433, -2.71716, 6.20885], [1.16706, -3.70821, 3.16821], [1.90009, -3.07290, 2.18029], [3.28785, 4.05997, 0.76175], [4.13340, 3.58194, -0.31087], [4.90173, 4.79127, -0.79092], [5.13113, 2.56177, 0.23934], [3.11418, 2.94158, -1.35933], [2.68154, 3.87733, -2.48021], [3.54896, 1.60802, -1.93999], [1.89428, 2.73206, -0.60598], [3.29937, -1.79582, -0.21954], [6.43910, -1.74632, -2.19309], [5.02069, -2.82001, -2.31471], [4.91010, -1.13708, -2.85787], [6.71780, -0.67029, 0.21834], [5.37687, -0.54923, 2.48453], [4.04759, -1.28451, 4.13709], [2.71584, -2.41501, 5.91850], [0.39388, -4.42544, 2.91656], [1.65049, -3.29645, 1.14419], [5.54688, 4.53244, -1.63748], [4.21804, 5.60273, -1.06697], [5.55363, 5.14908, 0.01914], [5.81826, 2.21440, -0.54808], [5.75776, 3.03457, 1.01055], [4.63933, 1.69024, 0.68801], [3.49924, 4.06479, -3.18363], [1.86165, 3.40338, -3.03463], [2.32905, 4.82921, -2.07249], [4.47024, 1.71722, -2.52934], [3.72285, 0.85763, -1.15496], [2.77420, 1.20849, -2.61275], [-1.66511, -3.23846, 1.58499], [-2.05062, -1.95713, 1.90453], [-2.98405, -1.58581, 0.97826], [-2.68501, -2.02158, 3.11200], [-0.84977, -1.05036, 1.92966], [-0.27204, -0.67641, 0.71845], [0.76446, 0.24708, 0.72107], [1.27701, 0.76992, 1.92502], [1.96663, 2.08135, 1.92559], [2.62917, 2.56735, 3.17117], [3.42428, 1.77880, 4.01074], [3.82313, 2.25323, 5.26625], [3.38615, 3.50656, 5.68901], [3.66286, 4.00701, 7.08496], [4.57556, 5.03426, 7.05918], [2.53139, 4.49679, 7.69036], [4.16590, 3.04047, 7.90445], [2.68496, 4.35214, 4.83324], [2.35309, 3.89442, 3.57158], [0.80446, 0.19549, 3.12514], [-0.29933, -0.64702, 3.13543], [-0.66375, -1.08391, -0.20592], [1.15668, 0.60852, -0.22711], [1.10147, 2.84591, 1.76876], [3.72556, 0.78320, 3.67452], [4.44428, 1.64160, 5.92346], [2.38377, 5.34763, 5.15940], [1.79257, 4.56122, 2.92251], [1.25026, 0.48073, 4.07755], [-0.73489, -0.99133, 4.07127]],
  "atomic_forces_ev_per_a": [[-0.0186, 0.0563, -0.5089], [0.4167, 0.3003, 1.7542], [-0.8688, -0.0630, -0.9215], [-0.8447, -0.7815, -0.2546], [1.6878, 0.5581, -1.3573], [2.1211, -4.4766, 0.9685], [-1.0947, -0.2359, 1.0060], [-0.1110, -0.2748, -0.2159], [-0.0266, 0.2280, -0.3704], [-0.1862, -0.2854, 0.3138], [-0.4299, -0.2645, 0.3227], [0.8635, 0.5447, 0.5280], [-0.4912, 0.6962, -0.6398], [0.3928, -1.0331, -0.3604], [0.0892, 0.3747, 0.2700], [0.3549, 0.1353, -0.0028], [-0.9357, -0.0085, -0.1448], [0.3984, 0.0939, -0.5166], [0.1516, 0.3157, -0.2861], [0.1563, -0.1247, 0.3184], [-0.2272, 0.7073, -0.7653], [0.3428, 0.1663, -0.2448], [0.0913, -0.4515, 0.0759], [0.0747, 0.5347, 0.7389], [0.8048, -0.2801, 0.5941], [-0.1915, 0.0115, 0.0459], [0.1781, 0.1777, -0.1341], [0.0585, -0.0736, -0.0290], [-0.3033, -0.0322, 0.0604], [0.0558, -0.2854, -0.0363], [-0.1658, -0.2349, 0.0160], [-0.1271, 0.0888, -0.2626], [-0.0045, 0.2532, -0.0139], [0.2117, 0.0867, 0.1983], [-0.1381, 0.0973, 0.0179], [0.2499, -0.1834, -0.0300], [-0.2625, -0.1126, -0.1913], [-0.3406, 0.0753, 0.1615], [-0.3128, -0.0568, -0.1552], [0.0759, 0.1879, -0.1230], [-0.0805, 0.0729, 0.0743], [0.1687, 0.1207, 0.1949], [0.0287, -0.1137, -0.1117], [-0.1768, 0.0395, 0.1699], [-0.0333, 0.3156, -0.2638], [0.1460, 0.2452, 0.2197], [-0.5114, 0.7234, 0.1569], [-0.2400, -0.4187, 0.2063], [0.7181, -0.3344, 0.6749], [0.4501, -0.0185, -1.0043], [-0.4047, -0.1756, -0.2230], [0.0955, 0.0681, 0.4272], [0.1425, 0.0171, 0.0017], [-1.2865, -0.3838, -0.4853], [0.1657, 3.0021, -0.8652], [-0.4612, 0.5998, 0.3082], [0.1005, 0.1419, -0.2095], [-0.2250, 0.1290, -0.1370], [0.2024, -0.0897, 0.5302], [0.2290, 0.1703, 0.3098], [-0.7294, -0.7162, 0.2758], [1.0380, -0.3531, -0.4927], [-0.3307, 0.7668, -0.5466], [0.0840, -0.1739, -0.3153], [0.0413, -0.2843, 0.5123], [0.0597, 0.4311, 0.0642], [0.2782, -0.1444, -0.0978], [0.0171, 0.1443, -0.0295], [-0.1359, -0.0100, 0.2815], [-0.5952, -0.4771, 1.0467], [-0.1911, 0.3239, 0.1646], [-0.2834, 0.1556, -0.1966], [0.1006, -0.2644, -0.0684], [-0.0178, -0.1402, -0.0015], [-0.2445, 0.0966, -0.2377], [0.1858, 0.1025, -0.1593]],
  "lowdin_charge": [-0.11, -0.59, -0.13, -0.11, -0.44, -0.54, -0.23, -0.02, 0.00, -0.13, -0.51, 0.11, 0.12, 0.11, -0.01, -0.04, 0.14, -0.44, -0.01, 0.00, -0.43, -0.01, -0.01, 0.12, 1.10, 0.09, 0.08, 0.07, 0.12, 0.11, 0.10, 0.13, 0.12, 0.09, 0.10, 0.09, 0.10, 0.10, 0.11, 0.08, 0.09, 0.10, 0.10, 0.10, 0.05, 0.11, 0.11, -0.51, 0.12, 0.12, -0.14, 0.00, -0.03, -0.17, -0.05, -0.18, -0.02, 0.01, -0.14, -0.52, 0.11, 0.11, 0.11, 0.00, -0.01, 0.00, 0.00, 0.13, 0.10, 0.18, 0.09, 0.12, 0.13, 0.12, 0.12, 0.12],
  "e_homo_ev": -8.21,
  "e_lumo_ev": -0.303,
  "energy_ev": -74774.5966,
  "gap_ev": 7.903,
  "de_lowest_kj_mol": 136.4
}

=====

{
  "formula": "C33H30ClN7S3Ta",
  "method": "the ωB97M-V functional and the def2-TZVPD basis",
  "species": ["Ta", "C", "C", "C", "C", "C", "N", "C", "C", "C", "C", "C", "C", "C", "N", "C", "C", "C", "N", "C", "C", "N", "C", "C", "C", "N", "H", "H", "H", "H", "H", "H", "H", "H", "H", "H", "H", "H", "H", "H", "H", "H", "H", "H", "S", "C", "S", "S", "N", "C", "C", "C", "C", "C", "N", "H", "H", "H", "H", "H", "H", "Cl", "C", "C", "C", "C", "C", "C", "C", "H", "H", "H", "H", "H", "H"],
  "coordinates": [[-0.66847, 1.28504, 0.04290], [2.90758, -2.48202, -4.19634], [2.43429, -1.77830, -2.95198], [2.74437, -0.44092, -2.73049], [2.26237, 0.21478, -1.61052], [1.46636, -0.44518, -0.67722], [0.99892, 0.25349, 0.48723], [1.89807, 0.36388, 1.56810], [3.18237, -0.17648, 1.50190], [4.08735, -0.04244, 2.53507], [3.74340, 0.62385, 3.70438], [4.70276, 0.75130, 4.85879], [2.45355, 1.12119, 3.79481], [1.54216, 1.00377, 2.75368], [0.20164, 1.46874, 2.97306], [-0.23701, 2.17469, 4.02830], [-1.60806, 2.07039, 4.08444], [-1.95125, 1.29605, 2.98818], [-0.86200, 0.93030, 2.29503], [1.17129, -1.79776, -0.88298], [1.64459, -2.43772, -2.01689], [0.49580, -2.59510, 0.09161], [0.88649, -3.84545, 0.46525], [0.08710, -4.23061, 1.50342], [-0.77896, -3.13722, 1.70211], [-0.53814, -2.15365, 0.85119], [3.88266, -2.10875, -4.50631], [2.97559, -3.56014, -4.05096], [2.20931, -2.29584, -5.01671], [3.37131, 0.09025, -3.43862], [2.51428, 1.25412, -1.42903], [3.48363, -0.70427, 0.60673], [5.08006, -0.46635, 2.42742], [5.73716, 0.76875, 4.51411], [4.51415, 1.65913, 5.43121], [4.59786, -0.09746, 5.53967], [2.15201, 1.59864, 4.71855], [0.43846, 2.70692, 4.67627], [-2.26711, 2.52102, 4.80925], [-2.92654, 0.99686, 2.64947], [1.38193, -3.47730, -2.18332], [1.70888, -4.34703, -0.01990], [0.12544, -5.16078, 2.04780], [-1.57493, -3.03099, 2.42854], [0.32048, 5.84945, 0.84375], [-0.00167, 4.29061, 0.56282], [-1.57281, 3.55059, 0.74783], [1.15052, 3.07914, 0.09779], [-3.23585, -1.48462, 0.15411], [-4.00892, -0.37119, 0.27222], [-5.41033, -0.49664, 0.26237], [-6.18960, 0.61364, 0.43817], [-5.57383, 1.85333, 0.62951], [-4.20686, 1.90386, 0.59211], [-3.40365, 0.82680, 0.39748], [-3.68294, -2.38148, 0.19476], [-2.24849, -1.44158, 0.36818], [-5.85012, -1.47851, 0.13151], [-7.27043, 0.52498, 0.43400], [-6.14655, 2.75535, 0.79469], [-3.72062, 2.85620, 0.71597], [-1.00899, 2.62835, -2.18018], [-0.62842, 1.45104, -3.42194], [-0.16490, 1.83793, -4.66050], [0.09768, 0.83565, -5.58385], [-0.11325, -0.49437, -5.23954], [-0.57380, -0.83630, -3.97270], [-0.84111, 0.14710, -3.02513], [-1.40183, -0.11244, -1.65718], [-0.01286, 2.88287, -4.89981], [0.45398, 1.09613, -6.57187], [0.07218, -1.27242, -5.97194], [-0.74279, -1.87713, -3.71592], [-1.27695, -1.16340, -1.40664], [-2.47792, 0.08560, -1.69726]],
  "atomic_forces_ev_per_a": [[0.4940, -0.0822, 0.6432], [-0.0738, 0.0586, 0.0929], [0.1134, 0.0200, -0.1307], [0.0643, -0.0125, -0.0111], [-0.1519, 0.0354, -0.0738], [-0.1793, -0.0900, 0.0466], [-0.4103, 0.2108, -0.1146], [-0.1162, -0.2053, -0.2278], [0.0926, -0.0713, -0.1581], [0.0814, -0.0501, -0.0206], [0.0234, 0.0362, 0.0727], [-0.0448, -0.0510, -0.0460], [-0.0475, 0.1099, 0.1133], [-0.3086, -0.0080, 0.1575], [0.1238, 0.0017, -0.1317], [0.0605, 0.0113, -0.0047], [-0.1387, 0.0229, 0.0442], [0.1285, -0.1612, 0.1712], [-0.1815, 0.2425, -0.3758], [0.0756, -0.1616, 0.2324], [-0.0495, -0.1002, -0.0815], [0.1265, 0.1171, -0.0167], [0.0479, 0.1331, -0.0520], [-0.1264, -0.0173, 0.1298], [-0.0997, -0.0666, 0.0877], [0.4505, -0.1671, -0.0999], [-0.0001, -0.0185, -0.0014], [-0.0015, 0.0398, 0.0071], [0.0256, -0.0171, 0.0235], [-0.0613, -0.0126, 0.0463], [-0.0061, -0.0434, -0.0319], [-0.0021, 0.0435, 0.0162], [-0.0667, 0.0229, 0.0055], [-0.0633, 0.0186, -0.0034], [0.0211, -0.0084, -0.0186], [0.0033, 0.0313, -0.0305], [0.0223, -0.0515, -0.0414], [-0.0024, -0.0981, -0.0318], [0.0688, -0.0539, -0.0823], [0.0624, 0.0657, -0.0113], [0.0101, 0.0466, 0.0261], [-0.0322, 0.0912, 0.0547], [-0.0176, 0.1053, -0.0494], [0.0869, -0.0128, -0.1058], [0.0228, -0.0746, -0.0217], [0.0056, 0.4074, 0.0773], [0.1894, -0.3360, -0.1729], [-0.5909, -0.8084, 0.0753], [-0.4588, 0.5415, 0.1421], [0.3296, -0.3140, 0.0912], [-0.1626, 0.0040, -0.0163], [-0.0932, -0.0874, -0.0169], [-0.0132, 0.0157, -0.0068], [-0.0829, -0.1736, -0.1893], [0.4092, 0.2130, 0.0402], [0.0027, -0.0560, 0.0222], [0.0370, -0.1856, 0.0327], [0.0430, 0.0641, 0.0023], [0.0859, 0.0129, 0.0213], [0.0498, -0.0349, -0.0321], [0.0048, 0.0204, -0.0050], [-0.2696, 0.4056, -0.3817], [0.0727, -0.0241, -0.0512], [0.0120, 0.1323, -0.0035], [-0.0135, -0.0813, -0.0046], [-0.0193, -0.0259, 0.0330], [0.0186, -0.0667, -0.0902], [-0.0539, -0.1884, 0.2132], [0.3752, 0.5882, 0.1693], [-0.0153, -0.0470, 0.0144], [0.0009, -0.0044, 0.0338], [-0.0168, 0.0517, 0.0552], [0.0031, 0.0740, -0.0281], [0.0213, 0.0807, 0.0466], [0.1049, -0.0071, -0.0681]],
  "lowdin_charge": [1.41, -0.02, -0.26, -0.01, -0.02, -0.29, -0.19, -0.24, 0.01, -0.02, -0.25, -0.04, 0.03, -0.13, -0.06, -0.02, -0.01, -0.16, -0.08, -0.14, 0.02, -0.07, -0.05, -0.04, -0.13, 0.04, 0.09, 0.09, 0.07, 0.13, 0.09, 0.12, 0.12, 0.08, 0.08, 0.09, 0.11, 0.14, 0.12, 0.10, 0.13, 0.13, 0.10, 0.11, 0.61, -1.77, 0.51, 0.55, 0.15, -0.38, -0.01, -0.05, -0.06, -0.19, 0.02, 0.11, 0.02, 0.12, 0.12, 0.11, 0.00, 0.75, -0.54, -0.07, -0.07, -0.07, -0.04, -0.33, -0.26, 0.12, 0.11, 0.11, 0.12, 0.04, 0.05],
  "e_homo_ev": -10.34,
  "e_lumo_ev": -3.567,
  "total_charge": 1,
  "energy_ev": -91714.4060,
  "gap_ev": 6.770,
  "de_lowest_kj_mol": 116.3
}